One molecule with the formula C9H6N2O6, computed with wB97M-V/def2-TZVPD.

Properties
SMILES	COC(=O)c1cc(=O)oc2[nH]c(=O)[nH]c(=O)c12
gap between HOMO and LUMO	8.8	eV
net charge	0
2S+1	1

Element x y z (Å)
1 C 0.194 0.964 3.712
2 O 0.084 0.258 2.469
3 C -0.918 0.577 1.659
4 O -1.855 1.305 1.934
5 C -0.991 -0.148 0.384
6 C -2.099 -0.955 0.143
7 C -2.212 -1.655 -1.124
8 O -3.253 -2.231 -1.345
9 O -1.137 -1.662 -2.001
10 C -0.041 -0.896 -1.769
11 N 0.919 -0.888 -2.762
12 C 1.982 -0.027 -2.734
13 O 2.814 -0.071 -3.615
14 N 2.093 0.816 -1.664
15 C 1.277 0.715 -0.595
16 O 1.491 1.590 0.220
17 C 0.083 -0.098 -0.658
18 H 1.192 0.792 4.135
19 H -0.568 0.637 4.437
20 H 0.103 2.039 3.548
21 H -2.906 -1.022 0.845
22 H 0.828 -1.434 -3.619
23 H 2.921 1.391 -1.600


One molecule with the formula C9H6N4OS, computed with wB97M-V/def2-TZVPD.

Properties
SMILES	N#Cc1c(Nc2cccnc2)s[nH]c1=O
gap between HOMO and LUMO	8.8	eV
relative energy (zero: lowest compared OMol25 entry of this formula, charge and spin)	0.0	kcal per mole
net charge	0
2S+1	1

Element x y z (Å)
1 N 2.710 -3.197 -1.123
2 C 2.396 -2.412 -0.292
3 C 2.069 -1.396 0.681
4 C 1.053 -0.499 0.562
5 N 0.225 -0.537 -0.539
6 C -0.877 0.305 -0.850
7 C -1.624 0.993 0.120
8 C -2.685 1.804 -0.247
9 C -3.055 1.892 -1.606
10 N -2.402 1.183 -2.525
11 C -1.375 0.402 -2.181
12 S 1.110 0.666 1.895
13 N 2.464 -0.098 2.594
14 C 2.758 -1.241 1.911
15 O 3.569 -2.015 2.411
16 H 0.502 -1.223 -1.259
17 H -1.470 0.877 1.177
18 H -3.206 2.345 0.525
19 H -3.871 2.539 -1.896
20 H -0.910 -0.214 -2.972
21 H 2.617 -0.173 3.615


C9H6N4PtS2Se2Te2 as an isolated structure, computed with wB97M-V/def2-TZVPD.

Properties
gap between HOMO and LUMO (spin up / spin down)	5.0 / 5.5	eV
relative energy (zero: lowest compared OMol25 entry of this formula, charge and spin)	34.8	kcal per mole
net charge	-2
<S²>	2.02
2S+1	3

Element x y z (Å)
1 Pt 0.138 0.166 0.608
2 Se -1.496 -1.815 0.124
3 Te -2.401 0.172 1.320
4 Te 0.156 0.435 3.247
5 Se 0.466 2.856 3.359
6 S 2.419 -0.288 0.509
7 C 2.247 0.728 -2.069
8 S -0.177 1.351 -1.352
9 C 2.047 0.243 -3.334
10 C 2.727 -0.909 -3.809
11 N 3.279 -1.829 -4.232
12 C 1.239 0.926 -4.284
13 N 0.639 1.475 -5.099
14 N 5.663 2.964 -0.544
15 C 4.447 2.244 -0.657
16 C 4.440 0.954 -1.037
17 C 3.210 0.105 -1.117
18 N 1.501 1.801 -1.617
19 C 1.989 2.721 -0.714
20 C 3.253 2.988 -0.338
21 H 6.428 2.370 -0.259
22 H 5.573 3.733 0.104
23 H 5.375 0.481 -1.319
24 H 3.512 -0.851 -1.545
25 H 1.192 3.310 -0.280
26 H 3.357 3.830 0.337


An isolated ion of composition C9H6NO2S and charge -1, computed with wB97M-V/def2-TZVPD.

Properties
SMILES	O=C([O-])n1c(S)cc2ccccc21
gap between HOMO and LUMO	7.5	eV
relative energy (zero: lowest compared OMol25 entry of this formula, charge and spin)	0.0	kcal per mole
net charge	-1
2S+1	1

Element x y z (Å)
1 O 3.356 -1.238 -0.142
2 C 2.159 -1.496 0.080
3 O 1.610 -2.559 0.274
4 N 1.295 -0.267 -0.075
5 C 1.633 1.054 -0.044
6 S 3.314 1.611 -0.066
7 C 0.573 1.888 0.184
8 C -0.497 0.977 -0.002
9 C -1.928 1.219 0.086
10 C -2.861 0.162 -0.008
11 C -2.299 -1.133 -0.079
12 C -1.015 -1.409 -0.205
13 C -0.092 -0.346 -0.183
14 H 3.870 0.413 0.022
15 H 0.574 2.908 0.383
16 H -2.271 2.204 0.261
17 H -3.843 0.391 -0.098
18 H -2.972 -1.954 -0.193
19 H -0.603 -2.422 -0.196


C9H6O2 as an isolated structure, computed with wB97M-V/def2-TZVPD.

Properties
gap between HOMO and LUMO	7.9	eV
relative energy (zero: lowest compared OMol25 entry of this formula, charge and spin)	158.9	kcal per mole
net charge	0
2S+1	1

Element x y z (Å)
1 C 3.496 -0.354 -0.152
2 C 1.974 0.025 -0.186
3 C 1.270 1.169 -0.340
4 C -0.196 0.787 0.146
5 C -1.450 1.370 0.135
6 C -2.607 0.598 0.184
7 C -2.461 -0.874 0.196
8 C -1.183 -1.450 0.115
9 C -0.110 -0.547 0.041
10 H 3.277 -1.460 -0.601
11 H 1.379 2.490 -0.769
12 H -1.280 2.486 0.046
13 H -3.725 0.888 0.554
14 H -3.305 -1.743 0.128
15 H -0.824 -2.502 0.025
16 O 4.617 0.132 0.682
17 O 1.128 -1.015 -0.203


One molecule with the formula C9H6O3, computed with wB97M-V/def2-TZVPD.

Properties
SMILES	O=c1ccoc2cc(O)ccc12
gap between HOMO and LUMO	9.2	eV
relative energy (zero: lowest compared OMol25 entry of this formula, charge and spin)	17.6	kcal per mole
net charge	0
2S+1	1

Element x y z (Å)
1 O -2.412 1.963 -0.181
2 C -1.837 0.845 -0.004
3 C -2.685 -0.368 0.191
4 C -2.170 -1.588 0.038
5 O -0.801 -1.800 -0.063
6 C 0.031 -0.776 -0.039
7 C 1.400 -1.136 0.029
8 C 2.313 -0.074 -0.063
9 O 3.659 -0.339 -0.092
10 C 1.901 1.261 0.132
11 C 0.537 1.509 0.061
12 C -0.446 0.530 -0.011
13 H -3.762 -0.201 0.202
14 H -2.764 -2.518 -0.128
15 H 1.683 -2.189 0.049
16 H 4.193 0.423 0.271
17 H 2.574 2.105 0.148
18 H 0.248 2.564 0.141


A 2-piece molecular cluster, C9H7Br3O2 overall, computed with wB97M-V/def2-TZVPD.

Properties
SMILES	O=C=C1C=CC=C[C@H]1Br.O/C(Br)=C\Br
gap between HOMO and LUMO	7.7	eV
relative energy (zero: lowest compared OMol25 entry of this formula, charge and spin)	0.0	kcal per mole
net charge	0
2S+1	1

Element x y z (Å)
1 O -0.487 2.850 -1.706
2 C -0.738 1.978 -0.991
3 C -0.946 0.971 -0.168
4 C -0.769 1.181 1.255
5 C -0.902 0.151 2.110
6 C -1.201 -1.164 1.627
7 C -1.418 -1.396 0.320
8 C -1.462 -0.320 -0.658
9 Br -3.588 -0.061 -1.140
10 H -0.508 2.175 1.582
11 H -0.764 0.302 3.168
12 H -1.222 -1.978 2.333
13 H -1.640 -2.386 -0.045
14 H -1.138 -0.593 -1.656
15 O 1.939 -0.217 -2.311
16 C 2.230 -0.725 -1.112
17 Br 1.829 -2.572 -1.021
18 C 2.686 -0.097 -0.034
19 Br 3.026 1.770 -0.081
20 H 2.186 0.718 -2.372
21 H 2.889 -0.587 0.900


C9H7Cl3HfN2O4S as an isolated structure, computed with wB97M-V/def2-TZVPD.

Properties
gap between HOMO and LUMO	6.2	eV
relative energy (zero: lowest compared OMol25 entry of this formula, charge and spin)	1.2	kcal per mole
net charge	+2
2S+1	1

Element x y z (Å)
1 Hf -0.021 -0.362 -0.242
2 Cl 2.524 -0.038 -0.787
3 C 3.348 -1.552 -0.391
4 C 4.692 -1.634 -0.663
5 C 5.347 -2.797 -0.265
6 C 4.661 -3.807 0.387
7 C 3.300 -3.685 0.651
8 Cl 2.487 -4.960 1.457
9 C 2.614 -2.536 0.258
10 S 0.873 -2.427 0.499
11 H 5.218 -0.832 -1.162
12 H 6.403 -2.907 -0.466
13 H 5.176 -4.705 0.699
14 O -1.384 3.114 -0.066
15 Cl -0.579 2.286 0.710
16 O -0.142 2.771 1.934
17 O 0.582 1.737 -0.109
18 O -1.282 0.917 0.907
19 N -3.025 -1.189 0.386
20 C -3.985 -2.061 0.116
21 C -3.514 -2.936 -0.859
22 C -2.233 -2.515 -1.122
23 N -1.906 -1.441 -0.353
24 H -3.066 -0.401 1.017
25 H -4.937 -2.017 0.622
26 H -4.041 -3.758 -1.310
27 H -1.519 -2.929 -1.817


Number 1: DFT total energy -907.5628 Ha, largest force on an atom 3.8 eV Å⁻¹. Number 2: DFT total energy -1038.9909 Ha, largest force on an atom 4.0 eV Å⁻¹. Number 3: DFT total energy -6820.2609 Ha, largest force on an atom 1.0 eV Å⁻¹. Number 4: DFT total energy -950.0648 Ha, largest force on an atom 5.3 eV Å⁻¹. Number 5: DFT total energy -496.7776 Ha, largest force on an atom 10.6 eV Å⁻¹. Number 6: DFT total energy -572.2544 Ha, largest force on an atom 3.8 eV Å⁻¹. Number 7: DFT total energy -8219.6015 Ha, largest force on an atom 1.6 eV Å⁻¹. Number 8: DFT total energy -2583.5939 Ha, largest force on an atom 0.6 eV Å⁻¹.